# CHN2O2P

One molecule with the formula CHN2O2P at a distorted geometry (the ωB97M-V functional and the def2-TZVPD basis, the Open Molecules 2025 dataset).

Output
Orbital gap in hartree: 0.37168
ΔE to the lowest compared entry with this formula, charge and spin in eV: 0.301
Structure (SMILES): N#CP[N+](=O)[O-]
Total energy in eV: -17412.7941
Spin multiplicity: 1

Each atom is followed by the atoms it is bonded to, with distances in Å.
CARTESIAN COORDINATES (ANGSTROEM)
1 N 0.83985 -2.14542 -0.68303  C2 1.135
2 C 0.76898 -1.28607 0.05564  N1 1.135, P3 1.714
3 P 0.70360 0.13816 1.00753  C2 1.714, N4 1.933, H7 1.365
4 N -0.87090 0.70576 0.03980  P3 1.933, O5 1.236, O6 1.195
5 O -1.95832 0.35323 0.50860  N4 1.236
6 O -0.78270 1.44454 -0.89562  N4 1.195
7 H 1.29950 0.78980 -0.03291  P3 1.365